22
Properties=species:S:1:pos:R:3:forces:R:3 method="wB97M-V/def2-TZVPD" homo_energy_ev="-17.9 / -17.9" multiplicity=3 lumo_ev="-7.116 / -8.860" total_energy_ha=-653.71494 e_above_lowest_ev=0.133 charge=+2 gap_ev="10.7 / 9.0"
Pt -0.005326 0.066961 -0.147430 0.78 0.77 -0.11
O -1.413076 0.582513 -1.905428 -0.26 0.15 0.04
H -1.381315 0.505471 -2.868784 0.19 -0.11 0.05
H -2.157077 1.165899 -1.705678 0.01 -0.03 -0.03
O -0.054379 -2.006176 -1.414528 -0.15 -0.37 0.02
H -0.620803 -2.708659 -1.071995 0.18 -0.10 0.04
H 0.069225 -2.216376 -2.349867 -0.03 0.12 0.00
O -1.856643 0.642263 0.944302 -0.57 -0.05 -0.18
H -1.999991 1.150349 1.755194 0.30 -0.01 0.01
H -2.660999 0.125465 0.801599 0.02 0.00 0.07
O 1.467634 0.713475 1.905332 -0.21 -0.18 0.15
H 2.090131 1.397209 2.185396 0.03 -0.02 -0.07
H 1.401654 0.132179 2.672980 0.04 0.00 -0.02
O 2.127714 -0.263969 -0.810251 -0.03 -0.07 -0.15
H 2.417334 -0.916255 -1.462280 -0.13 -0.09 0.08
H 2.772027 0.455089 -0.838676 -0.08 0.05 0.01
O 0.527018 2.267718 -0.398359 0.01 0.20 0.08
H -0.121831 2.926047 -0.683675 0.00 -0.08 -0.10
H 1.110303 2.730661 0.217189 -0.06 -0.05 0.07
O -0.414420 -2.039063 1.426529 -0.18 -0.01 0.06
H -1.279990 -2.465877 1.465875 0.03 -0.02 0.07
H -0.017181 -2.244925 2.282551 0.11 -0.09 -0.09

=====

23
Properties=species:S:1:pos:R:3:forces:R:3 method="wB97M-V/def2-TZVPD" homo_energy_ev=-4.2 lumo_ev=2.983 total_energy_ha=-933.95930 e_above_lowest_ev=0.213 charge=-1 gap_ev=7.2
S 0.794801 -2.348655 1.528136 -0.31 -0.08 -0.10
H 1.390208 -2.594601 2.696839 0.05 -0.06 0.15
H 2.221558 -1.055384 0.694079 -0.45 -0.98 0.67
H 3.564652 -0.252091 0.425030 -0.23 -0.30 0.02
O 2.604506 -0.238726 0.343725 0.81 1.39 -0.73
H 1.754455 1.371159 1.142413 0.01 0.06 -0.76
H 0.504616 2.111726 1.459161 -0.23 0.04 -0.27
O 1.249147 2.152315 0.840246 0.10 -0.14 0.79
H 0.171852 1.995911 -0.747094 -0.76 0.11 0.39
H -1.384757 1.538423 -0.731492 1.87 1.02 -1.02
O -0.656150 1.997914 -1.277633 -1.06 -0.85 0.85
H -2.910269 -0.180882 -1.059993 0.47 -0.29 -0.14
H -3.880816 0.466296 -0.122460 -1.14 0.15 0.47
O -2.979793 0.504442 -0.387747 0.76 -0.09 -0.30
H -0.903959 -2.591959 -1.001376 0.18 -1.49 1.83
H -0.342857 -1.530627 -1.792645 0.00 0.53 -0.55
O -1.155964 -2.052660 -1.713547 -0.21 1.20 -1.26
H -1.770210 0.143798 1.437567 -0.03 0.52 -0.15
H -0.558238 -0.411560 2.083244 0.09 1.01 -0.05
O -1.033069 0.468632 1.975173 0.14 -1.49 0.14
H 1.641615 -0.182494 -1.483088 0.36 0.00 0.38
H 0.554049 0.702264 -2.032179 -0.94 0.86 0.14
O 1.124621 -0.013242 -2.276361 0.52 -1.13 -0.51

=====

25
Properties=species:S:1:pos:R:3:forces:R:3 method="wB97M-V/def2-TZVPD" homo_energy_ev=-14.3 lumo_ev=-3.560 total_energy_ha=-618.84694 e_above_lowest_ev=2.384 charge=+1 gap_ev=10.7
Li -0.031640 0.093800 -0.051440 -0.37 0.27 -0.46
O -2.212640 0.227800 -0.127440 2.01 0.97 1.95
H -2.456640 -0.268200 -0.855440 -0.91 -1.50 -2.39
H -2.974640 0.668800 0.201560 -0.97 0.57 0.27
O 0.031360 -2.048200 0.379560 5.27 2.09 -1.11
H -0.475640 -2.237200 -0.339440 -2.30 -1.08 -3.24
H -0.458640 -2.144200 1.111560 -3.02 -0.73 4.37
O 2.373360 -0.686200 -2.363440 1.10 -6.20 -1.06
H 2.432360 -0.343200 -1.498440 0.00 1.15 1.39
H 2.619360 -1.753200 -2.084440 -0.93 4.43 -1.73
O 0.267360 2.404800 -0.707440 1.91 -1.00 3.09
H -0.080640 3.265800 -0.833440 -0.80 1.36 -0.64
H 0.723360 2.537800 0.203560 -1.02 -0.42 -2.35
O 0.063360 0.705800 1.872560 2.43 -7.04 -2.44
H 0.934360 0.464800 2.288560 -0.98 -0.92 -0.82
H 0.052360 1.462800 2.264560 -1.46 8.17 3.54
O -2.396640 -0.592200 2.781560 0.90 2.18 -1.71
H -1.843640 0.157800 2.325560 -1.54 -2.35 1.37
H -3.253640 -0.552200 2.310560 0.61 -0.16 0.50
O 2.121360 0.078800 0.007560 -2.07 -0.50 0.19
H 2.754360 0.753800 0.125560 1.49 0.83 0.58
H 2.312360 -0.758200 0.427560 0.63 -0.13 0.48
O -0.307640 -0.485200 -2.100440 -5.02 1.44 0.71
H -0.688640 -0.209200 -2.955440 -0.29 0.14 0.76
H 0.495360 -0.745200 -2.383440 5.32 -1.58 -1.25

=====

41
Properties=species:S:1:pos:R:3:forces:R:3 method="wB97M-V/def2-TZVPD" homo_energy_ev=-4.1 lumo_ev=-2.296 total_energy_ha=-3512.06302 charge=-2 gap_ev=1.8
Zn 1.468852 1.169869 3.696179 -0.12 -0.06 -0.11
N 2.179799 5.960899 0.388983 2.15 -1.68 0.99
O 1.991690 4.900364 1.022233 -0.98 -0.07 0.53
O 2.415749 5.878327 -0.791408 -0.47 0.00 -2.67
O 2.388291 7.000242 0.976861 -0.68 1.72 1.20
N -0.422486 -2.906420 7.118773 -0.50 -0.50 -2.29
O -1.277695 -3.648433 6.631599 -0.66 -0.75 -0.42
O 0.411772 -2.422297 6.345441 0.83 0.49 -0.29
O -0.436799 -2.664197 8.283829 0.38 0.80 2.96
N 0.682348 -0.845843 -1.472310 -1.40 1.99 -0.20
O 1.239781 -1.496365 -2.323515 1.35 -1.66 -0.67
O -0.196366 -0.045463 -1.844180 -0.64 0.37 -0.04
O 0.943469 -0.873499 -0.276508 0.73 -0.73 0.97
N -4.205253 1.852767 4.661360 -0.33 0.61 -1.08
O -4.564953 3.010553 4.797253 -0.13 1.71 0.55
O -5.016906 0.973058 4.887533 -0.10 -1.53 0.34
O -3.084931 1.643171 4.188577 0.62 -0.80 0.14
O -4.899986 -1.149876 0.611432 -0.22 -0.17 -0.27
H -3.964777 -0.945905 0.613767 0.29 0.07 0.00
H -5.210042 -0.864309 1.470819 -0.05 0.11 0.27
O -6.408728 0.192170 -4.205695 -0.26 0.11 -0.11
H -5.978404 -0.149466 -4.989488 0.12 -0.05 -0.17
H -5.936604 -0.211528 -3.477435 0.14 -0.05 0.31
O 1.662386 3.207329 -5.591578 0.09 0.03 -0.35
H 1.003740 2.657356 -5.167361 -0.13 -0.22 0.17
H 1.721843 3.983462 -5.034522 0.05 0.17 0.21
O 5.281750 0.508523 3.736341 -0.21 -0.04 0.07
H 5.877890 0.799250 4.426501 0.09 0.09 0.21
H 5.844166 0.377150 2.973023 0.06 -0.03 -0.27
O -3.343862 4.199260 -0.386073 -0.26 0.17 -0.15
H -3.006265 4.250488 0.508144 0.08 -0.02 0.27
H -2.693044 3.680596 -0.858977 0.19 -0.17 -0.11
O 5.952165 -4.835979 -0.665014 0.27 -0.18 -0.04
H 5.252155 -5.016870 -0.037726 -0.18 -0.02 0.17
H 5.633968 -4.088104 -1.170648 -0.10 0.22 -0.14
O 0.068094 -6.371599 -1.777980 -0.11 -0.32 -0.10
H 0.698088 -6.273027 -1.064101 0.10 0.08 0.21
H 0.246703 -5.632512 -2.359440 0.00 0.28 -0.11
O 2.825560 -1.647321 -7.955665 0.21 0.09 -0.13
H 2.640499 -2.255264 -7.239858 -0.04 -0.08 0.29
H 2.216343 -1.900556 -8.649166 -0.16 -0.01 -0.16

=====

23
Properties=species:S:1:pos:R:3:forces:R:3 method="wB97M-V/def2-TZVPD" homo_energy_ev=-14.4 lumo_ev=-3.101 total_energy_ha=-515.51098 e_above_lowest_ev=3.203 charge=+1 gap_ev=11.3
N -0.751304 -0.376870 -0.061391 0.34 -2.68 -2.44
H -0.020304 0.118130 -0.590391 0.73 -0.40 0.43
H -0.526304 -1.079870 0.685609 0.35 0.79 -1.04
H -1.454304 -0.703870 -0.770391 0.89 -0.76 0.70
H -1.289304 0.284130 0.336609 -2.05 3.49 2.52
O -0.661304 2.880130 0.791609 -3.22 2.01 1.14
H -1.057304 3.674130 1.312609 0.80 -2.07 -1.43
H 0.242696 2.945130 0.974609 2.41 -0.02 0.75
O 2.703696 0.422130 0.550609 0.73 -0.36 -1.39
H 3.406696 1.096130 0.643609 -0.50 -0.57 -0.09
H 2.930696 -0.057870 -0.300391 -0.36 0.84 1.50
O 1.285696 -1.708870 -2.055391 -2.78 -1.00 -4.68
H 1.502696 -1.436870 -3.083391 -0.61 -0.90 3.90
H 0.401696 -2.293870 -2.255391 3.32 1.94 0.82
O 0.067696 -1.093870 2.992609 -2.03 1.57 -0.50
H 0.282696 -1.970870 2.845609 0.00 -3.32 -0.37
H 0.927696 -0.802870 3.174609 2.01 1.63 0.59
O -3.221304 -2.189870 -0.429391 0.62 1.25 0.49
H -3.200304 -2.704870 0.374609 -0.18 -0.34 0.25
H -3.348304 -2.791870 -1.142391 -0.30 -0.83 -0.77
O 0.558696 2.265130 -1.501391 -6.28 -2.95 2.93
H -0.022304 2.751130 -0.802391 1.30 -0.96 -1.93
H 1.241696 2.776130 -1.690391 4.81 3.63 -1.39

=====

25
Properties=species:S:1:pos:R:3:forces:R:3 method="wB97M-V/def2-TZVPD" homo_energy_ev=-14.1 lumo_ev=-3.012 total_energy_ha=-773.69230 e_above_lowest_ev=0.198 charge=+1 gap_ev=11.1
Na -14.894269 -24.140303 -5.034791 0.11 0.06 -0.09
O -16.784214 -23.868372 -3.013515 0.21 -0.20 -0.51
H -17.292081 -23.144551 -2.646923 -0.10 0.30 0.04
H -16.567384 -24.415810 -2.258836 0.12 -0.32 0.35
O -14.822812 -26.543134 -2.017544 -0.01 0.26 0.61
H -14.795149 -27.474738 -2.235714 -0.08 -0.21 0.02
H -14.723042 -26.096683 -2.858354 0.08 -0.07 -0.25
O -15.925825 -26.794987 -4.601825 0.20 0.37 -0.28
H -15.644890 -27.628161 -4.980142 0.09 -0.25 -0.17
H -16.807203 -26.966954 -4.270407 -0.29 0.00 0.22
O -12.919744 -25.002857 -3.649987 -0.33 0.40 -0.41
H -12.582585 -24.834850 -2.770029 -0.03 0.05 0.44
H -12.486443 -25.811648 -3.922634 0.17 -0.24 -0.23
O -16.918686 -24.102161 -6.210020 0.32 0.00 -0.07
H -17.334847 -23.367257 -6.660520 -0.11 0.23 -0.16
H -17.617067 -24.484533 -5.678717 -0.21 -0.16 0.25
O -13.401078 -21.806315 -3.844180 -0.35 -0.31 0.02
H -12.726207 -22.476356 -3.952899 0.32 -0.22 0.05
H -13.020004 -21.017183 -4.229258 0.01 0.30 -0.08
O -13.793765 -25.613879 -6.808452 -0.03 0.01 0.45
H -14.193657 -26.429931 -7.109078 -0.13 -0.25 -0.06
H -13.587279 -25.137350 -7.612510 0.08 0.27 -0.16
O -13.962840 -22.636726 -6.998942 -0.13 -0.29 0.23
H -13.086431 -22.387403 -7.292154 0.30 0.14 0.01
H -14.531664 -22.431004 -7.740794 -0.22 0.12 -0.22